This record from OMol25 describes a cluster of 2 separate species, C10H16 in total at a distorted geometry. The level of theory is ωB97M-V/def2-TZVPD.

The geometry in ORCA input format:
```
! RIJCOSX wB97M-V def2-TZVPD def2/J DEFGRID3
* xyz 0 1
C 0.7137 0.3547 2.0249
C 2.0422 1.1619 1.9017
C 0.5569 -0.2433 3.3997
H -0.0601 0.9956 1.7736
H 0.7817 -0.4568 1.3255
H 2.3188 1.7392 2.6923
H 0.8169 0.4566 4.2589
H -0.5084 -0.6430 3.7520
H 1.3692 -1.0465 3.5880
H 2.9590 0.5708 1.8783
H 2.1377 1.6086 0.8807
C 0.2511 0.7453 -3.3576
C -0.2615 -1.6821 -0.5413
C 0.1121 -1.0252 -1.6890
C -1.2721 -1.1585 0.2255
C -0.3771 0.2754 -2.0214
C -1.6501 0.2205 0.0282
C -1.2525 0.9004 -1.0933
H 0.2961 -2.6374 -0.5588
H 0.7856 -1.5000 -2.2698
H -1.5819 -1.6164 1.0409
H -2.2343 0.6722 0.8007
H 0.2286 1.8075 -3.5738
H -0.2383 0.3631 -4.2842
H -1.5716 1.9469 -1.1886
H 1.3247 0.4445 -3.3811
*
```

The energy above the lowest of the compared OMol25 structures with the same formula, charge and spin comes out at 2.1945 eV. The total energy is -390.55523 Eh. The HOMO energy comes out at -0.3226 Ha. For the HOMO-LUMO gap, the calculation gives 9.71 eV.